Formula: C13H17BClN3O4
Source: the Open Molecules 2025 dataset
Level of theory: the ωB97M-V functional and the def2-TZVPD basis

Structure (XYZ):
```
39
Properties=species:S:1:pos:R:3:forces:R:3:lowdin_charge:R:1
O 1.08830 -2.87063 -1.02176 0.2 -0.1 -0.1 0.076
O -1.71346 0.94803 -2.68938 -0.3 0.6 -1.1 0.066
Cl 3.13972 0.77493 0.05793 1.1 0.9 -0.1 0.803
N 4.04353 -1.75366 2.88079 -0.1 -0.2 -0.3 0.090
O -1.23267 3.36035 -1.36569 -0.1 0.3 0.7 0.181
O -2.13741 3.85529 0.82177 1.0 1.2 -1.5 0.128
B -1.95291 2.99827 -0.26553 -0.5 0.6 0.7 -0.602
C 1.47994 -1.81792 -0.54803 -1.4 0.4 -0.8 -0.450
C -1.15705 0.35402 -1.78956 -0.9 0.6 2.7 -0.404
C 3.33740 -2.82461 2.53450 -0.1 -0.3 0.8 -0.133
C 3.91585 -0.71817 2.07588 2.0 0.8 0.3 -0.191
C 2.46499 -2.89558 1.47535 0.0 0.5 -0.9 0.019
C 3.19374 -0.69960 0.92541 -1.4 -0.8 -0.4 -0.572
C 2.41712 -1.81161 0.59125 0.2 0.6 0.8 -0.122
N -1.58159 0.56667 -0.48654 0.2 -0.6 -0.2 0.018
N 0.97212 -0.61185 -0.97926 -0.1 0.7 0.6 0.040
C -1.25515 -0.21297 0.72954 -0.8 0.1 0.0 -0.105
C -2.48842 -0.04970 1.67434 0.8 0.2 0.5 -0.129
C -3.20301 1.20689 1.20300 0.2 0.6 -0.2 -0.130
C 0.66713 -0.16590 -3.38105 -0.2 -0.5 0.0 -0.014
C -2.64830 1.57452 -0.18368 0.5 -0.2 0.0 -0.122
C -0.00244 -0.54509 -2.05918 0.7 -1.1 -0.3 -0.265
H -1.30401 2.64520 -2.00922 0.0 -0.1 -0.6 0.063
H -1.74490 4.75042 0.60132 -0.6 -1.5 0.5 0.136
H 3.44881 -3.67261 3.18291 0.0 -0.3 0.3 0.106
H 4.58889 0.12904 2.21666 -0.3 0.0 0.5 0.111
H 1.82481 -3.75296 1.32349 0.1 0.0 -0.2 0.125
H 1.18023 0.29677 -0.50018 -0.2 -1.8 -0.8 0.064
H -0.33886 0.10935 1.21457 0.1 0.5 0.2 0.111
H -1.05690 -1.23033 0.47147 -0.1 -0.8 -0.2 0.108
H -2.15472 0.13150 2.70385 0.2 -0.2 -0.2 0.110
H -3.15457 -0.90513 1.76625 0.2 -0.2 -0.6 0.107
H -4.28176 1.09467 1.20165 -0.1 -0.1 -0.1 0.115
H -2.97107 2.03864 1.86618 -0.2 -0.1 0.1 0.100
H -0.07225 -0.18309 -4.17335 -0.1 0.2 -0.1 0.082
H 1.11885 0.81730 -3.33333 0.1 0.2 0.0 0.086
H 1.41997 -0.91212 -3.62669 0.1 0.0 0.1 0.086
H -3.42186 1.53296 -0.94178 -0.1 -0.2 -0.3 0.145
H -0.42809 -1.55125 -2.16391 0.1 0.0 0.0 0.161
```
Forces are in eV/Å.

Computed properties:
SMILES = C[C@@H](NC(=O)c1ccncc1Cl)C(=O)N1CCC[C@H]1B(O)O
Orbital gap = 0.331 Eh
Energy relative to the best compared isomer or geometry (same formula, charge and spin) = 28.2 kJ/mol
Net charge = 0
E_LUMO = -0.269 eV
Molecular weight = 325.561 g/mol
HOMO energy = -9.3 eV
Calculated total energy = -1455.98452 a.u.